The following is a DFT calculation (wB97M-V/def2-TZVPD) of C15H4Cl28I2N2OS as an isolated structure.

The calculation puts the gap between HOMO and LUMO at 7.88 eV. The highest occupied orbital energy is -0.3304 Eh. The total charge is 0.

CARTESIAN COORDINATES (ANGSTROEM)
O: 1.18 -0.90 -0.86
C: 1.52 -0.11 -1.72
C: 0.54 0.94 -2.29
C: -0.92 0.53 -2.25
C: -1.94 1.39 -1.63
I: -1.41 3.28 -0.75
C: -3.26 1.08 -1.61
C: -3.76 -0.14 -2.17
N: -5.02 -0.60 -2.25
S: -4.83 -2.02 -3.01
N: -3.22 -2.16 -3.29
C: -2.77 -1.00 -2.77
C: -1.38 -0.63 -2.80
I: -0.09 -2.00 -3.79
H: 2.55 -0.16 -2.16
H: 0.78 1.24 -3.33
H: 0.69 1.86 -1.69
H: -3.99 1.77 -1.17
C: -2.59 -6.03 -1.57
Cl: -3.26 -4.45 -2.00
Cl: -3.12 -6.47 0.06
Cl: -3.15 -7.25 -2.72
Cl: -0.83 -5.93 -1.61
C: 5.65 -0.22 -3.78
Cl: 5.64 -0.92 -2.15
Cl: 5.92 -1.51 -4.97
Cl: 4.08 0.54 -4.11
Cl: 6.93 0.98 -3.91
C: -3.91 1.76 2.87
Cl: -5.17 0.54 3.17
Cl: -2.62 1.57 4.06
Cl: -3.25 1.54 1.24
Cl: -4.61 3.38 3.02
C: 2.75 -5.96 0.25
Cl: 3.53 -4.48 0.81
Cl: 1.49 -6.43 1.39
Cl: 2.02 -5.67 -1.34
Cl: 3.95 -7.25 0.12
C: -7.28 5.11 6.05
Cl: -6.43 5.67 4.61
Cl: -6.77 3.46 6.43
Cl: -6.88 6.17 7.41
Cl: -9.02 5.15 5.76
C: 0.29 3.87 5.82
Cl: -1.26 4.68 5.56
Cl: 1.37 4.20 4.45
Cl: 1.03 4.47 7.31
Cl: 0.03 2.12 5.95
C: 10.16 0.99 -1.72
Cl: 9.92 2.22 -2.98
Cl: 9.83 -0.61 -2.39
Cl: 11.83 1.06 -1.15
Cl: 9.06 1.31 -0.38


The following is a DFT calculation (wB97M-V/def2-TZVPD) of C15H4Cl2CsF5NOS as an isolated structure.

The calculation puts the gap between HOMO and LUMO at 6.38 eV. The highest occupied orbital energy is -0.1584 Eh. The calculation puts the energy above the lowest of the compared OMol25 structures with the same formula, charge and spin at 27.5 kcal/mol. The total charge is -1.

CARTESIAN COORDINATES (ANGSTROEM)
Cs: -0.58 -0.99 0.00
Cl: -0.56 2.61 0.00
C: 1.19 2.71 0.00
C: 1.79 3.98 0.00
C: 3.14 4.10 0.00
Cl: 3.86 5.70 0.00
C: 3.96 2.94 0.00
C: 5.37 2.99 0.00
C: 6.09 1.83 0.00
C: 5.39 0.60 0.00
N: 4.09 0.51 0.00
C: 3.35 1.66 0.00
C: 1.89 1.50 0.00
O: 1.30 0.37 0.00
H: 1.17 4.86 0.00
H: 5.87 3.95 0.00
H: 7.17 1.84 0.00
H: 5.95 -0.33 0.00
F: -7.54 -2.18 0.00
C: -6.33 -2.77 0.00
C: -5.17 -2.02 0.00
F: -5.25 -0.67 0.00
C: -3.95 -2.66 0.00
F: -2.84 -1.86 0.00
C: -3.75 -4.04 0.00
S: -2.18 -4.76 0.00
C: -4.96 -4.74 0.00
F: -4.95 -6.09 0.00
C: -6.20 -4.14 0.00
F: -7.32 -4.89 0.00


The following is a DFT calculation (wB97M-V/def2-TZVPD) of a 9-piece molecular cluster, C15H50N4O9 overall.

The calculation puts the gap between HOMO and LUMO at 9.46 eV. The highest occupied orbital energy is -0.3310 Eh. The total charge is 0. The SMILES is COC[C@H](C)N.COC[C@H](C)N.NC(N)=O.CO.CO.CO.CO.CO.CO.

CARTESIAN COORDINATES (ANGSTROEM)
C: 1.84 -6.36 -2.71
O: 2.13 -4.96 -2.51
C: 2.04 -4.53 -1.15
C: 0.62 -4.06 -0.73
C: 0.12 -2.96 -1.67
N: 0.49 -3.63 0.63
H: 0.90 -6.61 -2.20
H: 2.65 -7.02 -2.41
H: 1.58 -6.50 -3.76
H: 2.35 -5.25 -0.40
H: 2.72 -3.68 -1.07
H: -0.12 -4.88 -0.81
H: -0.90 -2.65 -1.43
H: 0.15 -3.33 -2.72
H: 0.77 -2.06 -1.54
H: 1.11 -2.87 0.85
H: 0.74 -4.34 1.30
C: -3.30 3.88 2.82
O: -2.30 2.96 2.40
C: -1.08 2.88 3.04
C: -0.09 4.04 2.74
C: 0.05 4.21 1.22
N: 1.24 3.84 3.29
H: -3.11 4.90 2.43
H: -3.26 3.89 3.93
H: -4.25 3.52 2.46
H: -1.20 2.70 4.13
H: -0.61 1.95 2.70
H: -0.62 4.87 3.19
H: -0.86 4.59 0.76
H: 0.41 3.26 0.78
H: 0.87 4.90 0.97
H: 1.71 4.71 3.20
H: 1.71 3.17 2.70
N: 2.98 -0.35 -6.15
C: 1.90 0.07 -5.45
N: 1.35 -0.92 -4.68
O: 1.45 1.20 -5.52
H: 3.31 0.34 -6.81
H: 2.87 -1.27 -6.56
H: 1.92 -1.63 -4.27
H: 0.58 -0.58 -4.12
C: -3.40 2.18 -0.47
O: -3.37 1.32 -1.63
H: -3.94 1.63 0.32
H: -2.35 2.11 -0.18
H: -3.73 3.22 -0.74
H: -4.26 1.34 -2.00
C: 3.57 -0.72 -0.47
O: 2.43 -0.87 0.34
H: 4.24 0.04 -0.09
H: 3.91 -1.73 -0.61
H: 3.28 -0.51 -1.50
H: 1.81 -0.13 0.19
C: 0.79 0.20 4.75
O: 1.75 1.10 4.26
H: 1.09 -0.83 4.54
H: 0.72 0.39 5.82
H: -0.22 0.38 4.31
H: 1.36 1.98 4.27
C: -3.47 -1.44 2.04
O: -2.43 -1.86 2.88
H: -4.05 -0.74 2.70
H: -3.08 -0.92 1.14
H: -4.09 -2.29 1.77
H: -1.80 -2.32 2.31
C: -0.06 2.13 -2.75
O: -0.93 0.98 -2.49
H: -0.07 2.75 -1.84
H: 0.90 1.73 -2.94
H: -0.52 2.58 -3.61
H: -1.82 1.31 -2.24
C: -0.61 0.11 1.17
O: 0.16 0.87 0.25
H: -1.54 0.59 1.41
H: -0.88 -0.91 0.81
H: -0.01 0.03 2.08
H: -0.24 0.87 -0.66


The following is a DFT calculation (wB97M-V/def2-TZVPD) of a 10-piece molecular cluster, C15H50O10 overall.

The calculation puts the gap between HOMO and LUMO at 10.13 eV. The highest occupied orbital energy is -0.3612 Eh. The calculation puts the energy above the lowest of the compared OMol25 structures with the same formula, charge and spin at 7.1 kcal/mol. The total charge is 0. The SMILES is CC(C)O.CC(C)O.CC(C)O.CC(C)O.CC(C)O.O.O.O.O.O.

CARTESIAN COORDINATES (ANGSTROEM)
C: -19.15 -7.06 3.82
C: -17.99 -6.67 2.93
C: -16.94 -5.93 3.75
O: -17.40 -7.87 2.46
H: -19.91 -7.56 3.22
H: -19.65 -6.20 4.26
H: -18.88 -7.80 4.59
H: -18.38 -6.00 2.16
H: -16.64 -6.54 4.61
H: -17.25 -4.97 4.17
H: -16.04 -5.71 3.17
H: -16.85 -7.75 1.68
C: -17.48 -9.54 6.80
C: -17.15 -10.23 8.12
C: -18.44 -10.55 8.90
O: -16.55 -11.51 7.96
H: -16.57 -9.18 6.31
H: -18.04 -8.63 7.03
H: -18.03 -10.21 6.14
H: -16.56 -9.56 8.76
H: -19.09 -9.69 9.05
H: -18.17 -10.98 9.86
H: -19.01 -11.28 8.32
H: -15.73 -11.40 7.47
C: -16.12 -16.07 2.22
C: -17.15 -15.30 3.04
C: -18.58 -15.57 2.62
O: -16.91 -15.74 4.39
H: -16.21 -17.14 2.38
H: -15.11 -15.84 2.55
H: -16.22 -15.90 1.15
H: -16.92 -14.23 3.02
H: -18.90 -16.60 2.80
H: -18.76 -15.38 1.56
H: -19.24 -14.99 3.27
H: -17.40 -15.16 4.98
C: -17.55 -10.33 -1.75
C: -17.25 -11.16 -0.52
C: -16.77 -12.56 -0.94
O: -16.30 -10.42 0.23
H: -17.87 -9.32 -1.50
H: -18.21 -10.83 -2.47
H: -16.66 -10.14 -2.36
H: -18.19 -11.23 0.04
H: -15.79 -12.45 -1.42
H: -17.44 -12.93 -1.71
H: -16.71 -13.22 -0.08
H: -16.34 -10.69 1.16
C: -13.76 -12.91 2.15
C: -13.14 -12.10 1.01
C: -12.29 -10.94 1.44
O: -12.31 -13.02 0.23
H: -13.05 -13.35 2.85
H: -14.41 -13.65 1.69
H: -14.40 -12.20 2.67
H: -13.94 -11.85 0.30
H: -12.87 -10.30 2.11
H: -11.94 -10.37 0.58
H: -11.40 -11.29 1.97
H: -12.52 -12.99 -0.70
O: -19.29 -12.39 2.25
H: -19.99 -12.10 2.87
H: -19.76 -12.88 1.56
O: -18.26 -13.20 5.62
H: -18.20 -13.23 6.59
H: -17.33 -13.06 5.33
O: -17.21 -10.81 2.98
H: -17.92 -11.46 2.74
H: -17.69 -9.98 3.17
O: -20.66 -12.19 4.63
H: -19.74 -12.48 4.87
H: -20.94 -11.63 5.36
O: -15.73 -12.13 4.85
H: -16.24 -11.72 4.10
H: -15.07 -11.48 5.08


The following is a DFT calculation (wB97M-V/def2-TZVPD) of C15H51N13O15RbS as an isolated structure.

The calculation puts the gap between HOMO and LUMO at 8.60 eV. The highest occupied orbital energy is -0.2406 Eh. The total charge is -1.

CARTESIAN COORDINATES (ANGSTROEM)
Rb: 0.58 -0.91 -0.67
S: 2.41 2.32 -1.64
O: 3.73 2.88 -1.38
O: 2.47 0.76 -1.63
O: 1.52 2.71 -0.53
O: 1.78 2.82 -2.88
C: -5.28 -2.17 2.48
O: -5.47 -2.06 1.05
C: -5.17 -0.77 0.60
C: -5.47 -0.79 -0.90
N: -4.74 -1.83 -1.66
C: -3.38 -1.62 -1.90
C: -2.67 -2.47 -3.00
O: -1.41 -2.85 -2.47
C: -0.49 -3.49 -3.34
H: -6.30 -2.45 2.97
H: -5.06 -1.22 3.01
H: -4.43 -2.90 2.62
H: -4.13 -0.55 0.75
H: -5.90 -0.04 1.01
H: -5.36 0.20 -1.37
H: -6.52 -1.05 -0.85
H: -5.01 -2.74 -1.30
H: -2.69 -1.73 -1.05
H: -3.28 -0.51 -2.12
H: -2.56 -2.06 -4.01
H: -3.20 -3.48 -3.03
H: -0.53 -2.98 -4.30
H: -0.71 -4.55 -3.39
H: 0.53 -3.37 -2.95
C: -0.60 5.11 -1.82
O: -0.66 3.94 -1.10
H: 0.23 5.67 -1.39
H: -0.22 4.99 -2.85
H: -1.55 5.67 -1.61
H: 0.26 3.61 -0.90
C: 5.45 -3.57 0.77
O: 5.09 -2.21 0.67
H: 6.44 -3.72 1.18
H: 4.88 -4.05 1.59
H: 5.21 -4.13 -0.21
H: 5.56 -1.80 -0.05
C: -0.62 0.87 -4.49
O: 0.28 0.47 -3.51
H: -1.16 0.04 -4.84
H: -1.31 1.61 -4.17
H: 0.04 1.24 -5.31
H: 0.95 1.19 -3.39
C: 4.38 1.69 1.94
O: 4.97 1.66 3.04
N: 3.87 2.88 1.40
N: 4.16 0.65 1.08
H: 4.54 3.59 1.59
H: 3.76 2.82 0.39
H: 3.82 0.86 0.17
H: 4.60 -0.24 1.27
C: 0.79 2.90 2.92
O: -0.38 2.66 3.36
N: 1.84 2.42 3.62
N: 0.97 3.64 1.83
H: 2.79 2.81 3.54
H: 1.58 2.17 4.58
H: 0.11 3.62 1.35
H: 1.75 3.37 1.28
C: 3.02 -2.02 -3.57
O: 3.06 -3.10 -4.17
N: 3.15 -1.98 -2.16
N: 2.82 -0.80 -4.05
H: 3.24 -1.06 -1.72
H: 3.67 -2.75 -1.82
H: 2.71 0.05 -3.43
H: 2.51 -0.74 -4.99
C: -2.87 -0.66 4.76
O: -2.99 -1.15 5.87
N: -2.04 -1.19 3.84
N: -3.54 0.47 4.36
H: -1.78 -0.71 2.97
H: -1.56 -1.99 4.19
H: -4.17 0.99 5.00
H: -3.38 0.76 3.44
C: 2.28 -2.08 2.64
O: 2.28 -3.32 2.49
N: 1.17 -1.30 2.39
N: 3.40 -1.47 3.08
H: 1.27 -0.30 2.56
H: 0.33 -1.82 2.21
H: 3.56 -0.48 3.35
H: 4.26 -2.04 3.06
C: -1.98 1.21 0.11
O: -1.83 0.03 0.58
N: -2.31 2.22 0.98
N: -1.94 1.39 -1.24
H: -2.46 3.10 0.56
H: -1.94 2.19 1.91
H: -1.49 0.71 -1.78
H: -1.50 2.30 -1.46


The following is a DFT calculation (wB97M-V/def2-TZVPD) of C15H52BInN17O10 as an isolated structure.

The calculation puts the gap between HOMO and LUMO at 5.57 eV. The highest occupied orbital energy is -0.1383 Eh. The total charge is -1.

CARTESIAN COORDINATES (ANGSTROEM)
C: 1.34 -2.96 0.84
C: 0.96 -1.53 1.14
O: 1.61 -0.65 0.24
C: 0.81 0.48 -0.14
C: -0.16 0.19 -1.28
C: -1.42 1.05 -1.23
C: -2.27 0.73 0.01
C: -3.73 0.35 -0.29
In: -4.91 -0.07 1.53
B: -6.70 -1.43 0.88
N: -7.63 -1.01 -0.19
O: -7.03 -2.67 1.47
H: 2.43 -3.08 0.87
H: 0.93 -3.63 1.59
H: 0.97 -3.26 -0.15
H: -0.13 -1.40 1.07
H: 1.25 -1.27 2.17
H: 0.29 0.88 0.75
H: 1.53 1.24 -0.47
H: -0.47 -0.87 -1.26
H: 0.41 0.33 -2.20
H: -1.16 2.12 -1.27
H: -2.01 0.83 -2.13
H: -2.28 1.59 0.68
H: -1.82 -0.15 0.50
H: -3.75 -0.59 -0.87
H: -4.24 1.13 -0.87
H: -3.82 -0.87 2.73
H: -5.62 1.36 2.31
H: -8.60 -1.26 0.01
H: -7.38 -1.42 -1.08
H: -6.24 -3.22 1.48
C: 2.45 0.17 -4.44
O: 1.80 1.08 -3.96
N: 2.68 -0.98 -3.76
N: 2.98 0.23 -5.71
H: 3.19 -1.77 -4.10
H: 2.26 -1.06 -2.85
H: 2.81 1.07 -6.23
H: 3.50 -0.52 -6.12
C: 2.78 -4.66 -2.37
O: 3.19 -3.68 -2.96
N: 3.61 -5.58 -1.81
N: 1.44 -4.92 -2.24
H: 3.28 -6.39 -1.31
H: 4.60 -5.41 -1.88
H: 0.81 -4.24 -2.63
H: 1.07 -5.72 -1.76
C: -1.02 -5.38 0.90
O: -0.95 -5.57 -0.30
N: -0.22 -6.07 1.78
N: -1.87 -4.49 1.47
H: -0.25 -5.93 2.77
H: 0.42 -6.73 1.40
H: -2.47 -3.96 0.88
H: -1.91 -4.33 2.46
C: 4.59 1.34 0.71
O: 4.03 1.12 1.78
N: 5.60 2.25 0.65
N: 4.24 0.74 -0.46
H: 6.09 2.53 -0.18
H: 5.82 2.69 1.53
H: 3.46 0.09 -0.45
H: 4.70 0.95 -1.32
C: -1.28 4.72 1.56
O: -1.55 3.78 0.85
N: -0.06 5.34 1.55
N: -2.19 5.25 2.45
H: 0.17 6.12 2.15
H: 0.62 4.98 0.92
H: -3.08 4.79 2.52
H: -1.96 5.99 3.09
C: -0.98 -7.12 -5.37
O: -1.09 -8.08 -6.11
N: 0.22 -6.76 -4.82
N: -2.05 -6.34 -5.02
H: 0.35 -5.97 -4.21
H: 1.01 -7.32 -5.07
H: -2.94 -6.59 -5.39
H: -1.98 -5.56 -4.39
C: -3.04 9.10 3.24
O: -2.38 8.66 4.17
N: -3.26 8.36 2.12
N: -3.59 10.35 3.26
H: -3.79 8.68 1.32
H: -2.86 7.44 2.12
H: -3.44 10.90 4.08
H: -4.14 10.72 2.51
C: 5.35 3.79 4.19
O: 6.34 3.73 3.47
N: 5.30 4.59 5.30
N: 4.23 3.06 3.93
H: 4.50 4.65 5.90
H: 6.12 5.14 5.50
H: 4.23 2.43 3.13
H: 3.41 3.10 4.51


Number 1: DFT total energy -14637.55353 a.u.. Number 2: DFT total energy -2542.12209 a.u.. Number 3: DFT total energy -1497.56862 a.u.. Number 4: DFT total energy -1353.90778 a.u.. Number 5: DFT total energy -2865.18003 a.u.. Number 6: DFT total energy -2501.32232 a.u..